No. 1
Density functional theory data (ωB97M-V with the def2-TZVPD basis set) for C35H27GeN2O2Pt as an isolated structure at a distorted geometry.

Output
HOMO level (spin up / spin down) = -13.10 / -14.15 eV
Kohn-Sham gap (spin up / spin down) = 6.612 / 4.809 eV
Energy above the lowest of the compared OMol25 structures with the same formula, charge and spin = 16.0 kcal per mole
2S+1 = 6
Total charge = +2

Last column: Mulliken charge in e.
Atoms and positions in Å:
Pt  -0.09942  -1.73817  0.24485  1.864
O  -0.35368  -5.26510  -2.14333  -0.261
C  -0.16983  -4.12343  -1.51977  0.375
O  -0.96292  -3.41607  -0.93319  -0.580
C  1.30750  -3.72315  -1.63431  0.842
C  2.18624  -4.39740  -2.48135  -0.868
C  3.45367  -3.90525  -2.56773  -0.747
C  3.83125  -2.79446  -1.79980  1.004
C  5.13608  -2.24785  -1.87743  -0.909
C  5.47693  -1.19162  -1.10179  -0.744
C  4.53734  -0.64126  -0.18415  -0.695
C  3.27363  -1.13648  -0.08926  -0.482
C  2.88494  -2.21488  -0.92098  0.355
N  1.58848  -2.69155  -0.88500  -0.046
H  1.86419  -5.26109  -3.04164  0.520
H  4.17813  -4.37723  -3.22203  0.480
H  5.85430  -2.68998  -2.56068  0.436
H  6.47621  -0.77192  -1.16523  0.430
H  4.84687  0.18074  0.45432  0.442
H  2.56998  -0.74494  0.62424  0.414
C  -3.12146  -0.56757  -1.54453  -1.370
Ge  -1.44303  0.03609  -0.85429  0.358
C  -0.37961  0.83500  -2.23952  0.212
C  0.84478  0.28413  -2.66572  0.115
C  1.56867  0.87252  -3.70533  -0.618
C  1.08100  2.01935  -4.32753  -0.569
C  -0.13161  2.56976  -3.91856  -0.768
C  -0.85459  1.98879  -2.88072  -0.369
C  -1.82403  1.71059  0.17049  0.491
C  -3.15296  2.24748  0.06219  -0.587
C  -3.55866  3.32409  0.79453  -0.907
C  -2.63289  3.97475  1.66717  -0.737
C  -1.30071  3.53667  1.76207  0.936
C  -0.40624  4.21633  2.59774  -0.707
C  0.94403  3.85049  2.63172  -0.764
C  1.38720  2.81783  1.83014  -0.918
C  0.48910  2.11528  0.99872  -0.208
C  -0.86551  2.43304  0.98270  0.403
H  -3.56745  0.24183  -2.12155  0.569
H  -3.80297  -0.88479  -0.75217  0.366
H  -2.93272  -1.41173  -2.20701  0.379
H  1.23091  -0.61179  -2.19663  0.297
H  2.50657  0.43295  -4.03882  0.454
H  1.64513  2.48727  -5.12605  0.407
H  -0.51667  3.45687  -4.41337  0.403
H  -1.79789  2.44694  -2.57620  0.353
H  -3.87622  1.77088  -0.59419  0.393
H  -4.58110  3.67910  0.73168  0.462
H  -2.95187  4.84230  2.24353  0.459
H  -0.77437  5.03184  3.22427  0.462
H  1.63983  4.39036  3.26316  0.451
H  2.44464  2.55975  1.82904  0.504
H  0.86094  1.36807  0.31350  0.356
C  -0.24684  -2.76147  2.22780  -1.865
C  -1.18970  -1.77314  2.67981  0.789
C  -0.77431  -0.72808  3.53877  -0.490
C  -1.68369  0.16054  4.05198  -0.650
C  -3.03870  0.06535  3.70029  0.566
C  -3.47399  -0.96031  2.86537  -0.557
C  -2.56851  -1.87396  2.37201  -0.306
C  -3.97201  1.06697  4.20261  -0.183
N  -4.65923  1.91023  4.59661  -0.457
H  -0.62916  -3.72857  1.92745  0.539
H  0.73240  -2.77045  2.69491  0.443
H  0.26897  -0.67874  3.83876  0.464
H  -1.37271  0.92427  4.75765  0.544
H  -4.53165  -1.05660  2.64395  0.549
H  -2.91099  -2.70946  1.76586  0.476



No. 2
Density functional theory data (ωB97M-V with the def2-TZVPD basis set) for a 8-piece molecular cluster, C23H31Cl4F3O18 overall at a distorted geometry.

Output
HOMO level = -10.12 eV
Kohn-Sham gap = 9.616 eV
Energy above the lowest of the compared OMol25 structures with the same formula, charge and spin = 15.5 kcal per mole
Total charge = 0

Last column: Mulliken charge in e.
Atoms and positions in Å:
O  -4.13300  -6.30094  1.68384  -0.567
C  -3.43984  -6.20351  0.69420  0.614
O  -3.78257  -6.35300  -0.58090  -0.321
C  -2.59301  -6.35925  -1.37250  -0.461
C  -1.72728  -5.56847  -0.52639  0.254
F  -1.93574  -4.27597  -0.82101  -0.145
O  -2.19653  -5.88902  0.74881  -0.298
H  -2.13534  -7.34068  -1.49668  0.309
H  -2.69225  -5.96683  -2.38456  0.315
H  -0.68171  -5.86075  -0.62359  0.382
O  5.90439  0.33128  3.11064  -0.627
C  4.76319  0.77262  3.49399  0.704
O  4.05372  0.25975  4.39223  -0.320
C  2.70520  0.80204  4.41704  -0.409
C  2.83995  2.05856  3.55887  1.085
F  3.11339  3.19412  4.20541  -0.319
O  4.11958  1.78085  2.90681  -0.336
H  1.98575  0.05802  4.07509  0.207
H  2.45061  1.02753  5.45263  0.330
H  2.00468  2.08355  2.85900  -0.294
O  -2.97775  -1.18420  0.77484  -0.371
C  -3.95807  -0.40017  0.60626  0.486
O  -4.15722  0.42276  -0.41110  -0.333
C  -5.22930  1.33157  -0.09708  -0.533
C  -6.05689  0.39640  0.74957  0.236
F  -6.81120  -0.40418  0.04655  -0.248
O  -5.07254  -0.44575  1.35842  -0.204
H  -4.91040  2.22892  0.43315  0.343
H  -5.85637  1.69879  -0.90951  0.312
H  -6.69715  0.86539  1.49672  0.312
C  6.11526  1.89252  -2.90159  -1.618
C  4.85008  1.87142  -3.62583  0.965
C  4.35777  3.24650  -3.88565  -0.095
O  3.58275  2.98401  -5.03113  -0.362
C  4.29577  2.01736  -5.71604  0.595
O  4.12194  1.68558  -6.82144  -0.531
O  5.04077  1.33100  -4.89621  -0.397
H  6.90114  2.25457  -3.56448  0.485
H  6.34919  0.84812  -2.69512  0.302
H  6.26077  2.59177  -2.07820  0.353
H  3.98230  1.48238  -3.09321  0.142
H  5.16543  3.97809  -3.90991  0.297
H  3.57472  3.49154  -3.16809  -0.120
C  0.08441  -2.73607  1.35943  -1.469
C  0.23457  -1.65009  0.30568  1.168
C  0.18390  -0.23940  0.81667  -0.157
O  1.30459  0.46407  0.24193  -0.059
C  1.91605  -0.32549  -0.51045  0.486
O  2.94516  -0.05215  -1.12839  -0.620
O  1.51670  -1.59135  -0.31328  -0.452
H  1.00410  -2.86964  1.92899  0.441
H  -0.03144  -3.68330  0.83272  0.074
H  -0.80286  -2.62116  1.98205  0.291
H  -0.54716  -1.81705  -0.43536  -0.131
H  0.02127  -0.13200  1.88911  0.369
H  -0.81821  0.00888  0.46704  -0.090
C  -0.59275  3.63678  -0.58563  -1.267
C  0.60550  4.60726  -0.34663  0.251
C  1.09551  4.63142  1.16120  -0.426
O  2.20727  3.87913  0.98044  -0.286
C  2.61697  3.72208  -0.25154  0.719
O  3.65964  3.25701  -0.61471  -0.495
O  1.66724  4.02302  -1.06400  -0.342
H  -0.56878  2.65373  -0.11539  0.135
H  -0.54727  3.36123  -1.63925  0.388
H  -1.55917  4.11197  -0.41737  0.437
H  0.43645  5.59517  -0.77504  0.348
H  0.29454  4.18525  1.75069  0.314
H  1.16405  5.65341  1.53392  0.255
Cl  -4.56984  -1.46004  5.09559  -0.198
C  -4.28496  -2.74643  3.80609  0.425
Cl  -2.70834  -3.53166  4.07856  -0.162
H  -5.06179  -3.50871  3.74641  0.340
H  -4.27560  -2.32910  2.79919  -0.406
Cl  -2.62639  -2.83646  -3.45496  -0.197
C  -3.59778  -1.73175  -2.45082  0.219
Cl  -4.94499  -1.09577  -3.45134  -0.189
H  -4.02658  -2.26985  -1.60543  0.116
H  -2.88818  -0.99723  -2.06999  0.050



No. 3
Density functional theory data (ωB97M-V with the def2-TZVPD basis set) for C3H8S2 as an isolated structure at a distorted geometry.

Output
HOMO level = -8.25 eV
Kohn-Sham gap = 8.666 eV
Energy above the lowest of the compared OMol25 structures with the same formula, charge and spin = 184.6 kcal per mole
Total charge = 0

Last column: Mulliken charge in e.
Atoms and positions in Å:
C  -2.29259  -0.06387  -0.04331  -0.639
C  0.14960  -0.88279  0.20883  -0.698
C  2.23233  0.78352  -0.28805  -0.601
H  -3.17728  -0.05968  -0.88754  0.250
H  -2.25071  -0.76819  1.06612  0.212
H  -2.27238  1.33588  0.25752  0.189
H  -0.16514  -1.85272  0.90611  0.293
H  -0.04574  -0.22542  0.88494  0.352
H  3.71243  0.55121  0.15702  0.242
H  2.12775  1.54632  -1.39439  0.256
H  1.34211  0.96075  0.74075  0.189
S  -0.98656  -0.34656  -1.01370  0.014
S  1.62618  -0.97846  -0.59431  -0.059



No. 4
Density functional theory data (ωB97M-V with the def2-TZVPD basis set) for one molecule with the formula C7H12.

Output
HOMO level = -7.38 eV
Kohn-Sham gap = 8.281 eV
Energy above the lowest of the compared OMol25 structures with the same formula, charge and spin = 121.8 kcal per mole
Total charge = 0

Last column: Mulliken charge in e.
Atoms and positions in Å:
C  2.63028  -1.72885  -0.95818  -1.235
C  1.18983  -1.32291  -1.24415  -0.324
C  0.68527  -0.30162  -0.23769  -0.603
C  -0.73808  0.16538  -0.50980  -0.319
C  -1.15267  1.17498  0.49514  -0.036
C  -2.10590  1.50034  1.24536  -0.013
C  -2.95797  2.08555  2.15391  -1.063
H  3.28916  -0.85280  -0.98479  0.311
H  2.71604  -2.17543  0.03955  0.311
H  2.99861  -2.45471  -1.68908  0.365
H  1.11240  -0.89680  -2.25392  0.300
H  0.53648  -2.20626  -1.22934  0.307
H  1.33469  0.58276  -0.23289  0.308
H  0.72320  -0.71887  0.77790  0.282
H  -0.81982  0.57268  -1.52659  0.289
H  -1.43393  -0.68883  -0.46521  0.297
H  -1.33292  2.36146  1.60717  0.277
H  -3.12797  1.60795  3.11293  0.271
H  -3.64721  2.83936  1.79382  0.275



No. 5
Density functional theory data (ωB97M-V with the def2-TZVPD basis set) for one molecule with the formula C17H25N3O5S.

Output
HOMO level = -8.95 eV
Kohn-Sham gap = 9.600 eV
Energy above the lowest of the compared OMol25 structures with the same formula, charge and spin = 0.9 kcal per mole
Total charge = 0

Last column: Mulliken charge in e.
Atoms and positions in Å:
C  4.29158  1.38518  -1.60904  -0.661
O  4.20263  0.26173  -0.75147  -0.453
C  3.05584  -0.44440  -0.73745  0.192
C  2.95195  -1.42888  0.25621  -0.338
C  1.78835  -2.15261  0.40269  -0.728
C  0.72781  -1.91218  -0.45361  -0.324
S  -0.84272  -2.67798  -0.13383  1.333
O  -0.70647  -4.06156  0.20286  -0.774
O  -1.75278  -2.31651  -1.19256  -0.737
N  -1.24517  -1.87702  1.28408  -0.118
C  -1.58892  -0.48763  1.08635  -0.293
C  -1.20841  0.41599  2.27075  -0.037
C  0.14133  0.00475  2.88657  -0.156
C  1.07123  1.20233  3.04375  -1.177
C  1.29969  1.84596  1.68624  0.007
N  0.03964  2.09458  0.99152  0.268
C  0.14049  2.47376  -0.29159  0.909
O  1.23081  2.56290  -0.84182  -0.625
C  -1.12841  2.83888  -1.06764  -1.477
N  -1.81356  1.69002  -1.61458  -0.006
C  -3.05852  1.31827  -1.22978  0.784
C  -3.62681  0.16696  -2.01538  -1.154
O  -3.63654  1.87553  -0.31506  -0.658
C  -1.16186  1.86816  1.75981  -1.359
C  0.83554  -0.98556  -1.47073  -0.293
C  1.99582  -0.25037  -1.62502  -0.135
H  5.22236  1.88175  -1.34141  0.269
H  4.33501  1.07889  -2.65823  0.324
H  3.44881  2.06326  -1.45233  0.228
H  3.79442  -1.58213  0.91176  0.447
H  1.67950  -2.90173  1.17047  0.452
H  -1.88968  -2.40251  1.85330  0.341
H  -1.01051  -0.17181  0.21484  -0.429
H  -2.65120  -0.35784  0.85336  0.517
H  -1.99604  0.35560  3.02615  0.579
H  -0.01717  -0.47232  3.85349  0.272
H  0.61964  -0.72618  2.23389  -0.176
H  2.03341  0.87683  3.44035  0.493
H  0.65112  1.92265  3.74720  0.379
H  1.84034  2.79480  1.78395  0.462
H  1.90673  1.18613  1.05847  -0.243
H  -1.84160  3.38062  -0.44342  0.516
H  -0.80430  3.48862  -1.88811  0.430
H  -1.35542  1.19038  -2.35939  0.250
H  -3.57560  0.37097  -3.08234  0.416
H  -3.06048  -0.74194  -1.80708  0.199
H  -4.66247  0.01242  -1.72714  0.340
H  -1.17547  2.56093  2.60791  0.347
H  -2.05052  2.05541  1.15850  0.561
H  -0.00311  -0.85595  -2.13715  0.682
H  2.06041  0.48596  -2.40781  0.355